{"formula": "C3H11N3", "method": "ωB97M-V with the def2-TZVPD basis set", "homo_lumo_gap_ev": [2.7, 8.5], "de_lowest_kcal_mol": 54.6, "lumo_ha": [0.1442, 0.1387], "homo_ev": [1.22, -4.76], "energy_ha": -285.021222, "spin_multiplicity": 2, "total_charge": -1, "symbols": ["H", "H", "H", "H", "H", "N", "H", "H", "C", "H", "H", "N", "C", "N", "C", "H", "H"], "coordinates": [[1.84313, -1.25728, -2.48464], [1.31306, -2.59883, -1.71985], [1.44410, 0.15949, -0.46242], [-0.79973, -0.51050, 1.82349], [-0.23014, -0.23918, 3.26753], [-1.20877, 1.71137, 0.66763], [-0.06663, -0.10029, -2.64342], [0.40724, -1.20310, -0.02024], [0.84280, -0.65880, -0.80578], [-0.73375, 2.44976, 0.28152], [-1.21642, 1.00799, 0.08228], [1.73890, -1.61667, -1.59958], [-0.70267, 0.24025, 2.58335], [-0.36979, -0.24257, -1.67455], [-0.78088, 1.48635, 2.02918], [-1.03838, -1.04617, -1.67624], [-0.44205, 2.41819, 2.35173]], "lowdin_spin": [0.066, 0.092, 0.024, 0.017, 0.006, 0.014, 0.087, 0.036, 0.218, 0.019, 0.011, 0.110, 0.042, 0.126, 0.022, 0.108, 0.003]}